[1]
Here is an isolated ion of composition C32H33N4O4 and charge +1 at a distorted geometry from the Open Molecules 2025 dataset. Energies are from the ωB97M-V functional and the def2-TZVPD basis.

Last column: Löwdin charge in e.
Cartesian coordinates (Å):
C 4.696 -1.135 3.443  -0.05
O 3.989 0.144 3.311  -0.09
C 2.627 0.092 3.177  -0.26
C 1.947 1.280 2.829  0.02
C 0.556 1.261 2.671  0.02
C -0.178 0.072 2.913  -0.22
N -1.585 0.013 2.851  0.00
C -2.368 -0.989 3.426  -0.01
C -3.647 -0.645 3.175  -0.05
N -3.692 0.546 2.526  -0.06
C -4.998 1.123 2.221  0.02
C -2.416 0.911 2.169  -0.21
C -2.169 1.953 0.963  -0.07
C -2.552 3.296 0.828  -0.05
C -3.151 3.983 1.927  -0.39
O -3.032 3.688 3.141  0.06
C -4.105 4.978 1.494  -0.11
N -4.492 6.038 2.244  0.09
C -3.768 6.581 3.352  -0.07
C -2.423 6.891 3.174  -0.22
O -1.963 6.693 1.918  -0.08
C -0.682 7.233 1.553  -0.04
C -1.637 7.367 4.241  0.00
C -2.212 7.377 5.511  -0.06
C -3.539 7.011 5.723  -0.01
C -4.318 6.565 4.636  -0.21
O -5.553 6.022 4.713  -0.08
C -6.134 5.725 6.007  -0.03
C -5.646 6.594 1.706  0.03
C -5.949 5.889 0.597  0.01
N -4.968 4.903 0.461  -0.02
C -4.976 3.861 -0.534  0.01
C -1.672 1.185 -0.203  -0.15
C -1.219 -0.171 -0.196  0.00
C -0.923 -0.834 -1.399  -0.06
C -1.055 -0.165 -2.620  -0.08
C -1.410 1.179 -2.622  -0.07
C -1.709 1.837 -1.439  -0.04
C 0.507 -1.095 3.204  -0.02
C 1.895 -1.122 3.335  0.00
H 5.744 -0.848 3.345  0.09
H 4.480 -1.576 4.430  0.10
H 4.418 -1.853 2.650  0.10
H 2.532 2.173 2.685  0.12
H 0.034 2.153 2.317  0.11
H -1.986 -1.856 3.931  0.11
H -4.533 -1.178 3.462  0.13
H -4.879 2.110 1.820  0.05
H -5.515 0.433 1.523  0.11
H -5.602 1.131 3.148  0.11
H -1.959 1.992 2.475  0.17
H -2.302 3.922 -0.025  0.11
H -0.594 7.024 0.488  0.09
H -0.638 8.318 1.734  0.10
H 0.131 6.746 2.113  0.10
H -0.595 7.682 4.084  0.12
H -1.590 7.674 6.359  0.12
H -3.954 7.015 6.730  0.11
H -7.109 5.302 5.754  0.09
H -5.525 4.989 6.555  0.11
H -6.260 6.641 6.607  0.10
H -6.131 7.463 2.131  0.15
H -6.744 6.004 -0.138  0.14
H -5.857 3.956 -1.171  0.11
H -4.095 3.938 -1.176  0.09
H -4.969 2.864 -0.083  0.09
H -1.075 -0.718 0.736  0.10
H -0.614 -1.883 -1.383  0.11
H -0.899 -0.702 -3.555  0.11
H -1.456 1.738 -3.540  0.10
H -1.936 2.901 -1.472  0.09
H -0.040 -2.027 3.409  0.11
H 2.381 -2.055 3.601  0.10

Atomic forces in eV per Å
-0.558 0.842 0.017
-0.309 -0.867 -0.211
-0.242 -1.022 -0.003
-0.464 -1.110 0.227
0.093 -0.395 0.017
0.726 0.546 -0.270
0.627 -0.764 -0.791
-0.621 0.287 -0.632
0.579 -0.917 1.312
-1.417 0.064 0.041
0.031 -1.158 0.085
0.016 5.059 -0.622
-0.358 -3.593 -1.176
-0.485 -0.502 2.046
1.228 -1.678 -0.134
-0.619 0.230 -0.879
-1.496 2.511 0.608
-0.625 0.012 -0.309
0.379 -0.534 0.484
0.595 0.702 0.165
0.433 0.364 -0.229
-0.119 -0.033 0.306
-0.222 -0.333 -0.309
0.072 0.262 -0.150
-0.362 -0.340 -0.177
0.307 -0.121 0.478
-0.231 0.149 0.522
0.265 0.221 -0.362
0.460 0.026 0.105
0.349 -0.362 -0.432
-0.194 0.238 0.805
-0.046 -0.628 -1.058
1.552 -0.200 -0.339
-0.166 0.392 -0.346
-0.358 0.433 0.286
-0.036 -0.206 0.252
-0.087 -0.145 0.198
0.381 -0.008 -0.284
0.374 -0.673 0.516
0.110 1.370 -0.049
-0.166 -0.247 0.137
0.212 0.164 -0.344
0.066 0.469 0.242
-0.036 0.156 -0.100
0.359 -0.197 0.296
0.070 0.105 -0.066
-0.178 0.088 0.079
-0.095 0.328 -0.105
0.178 0.645 0.042
0.381 0.289 -0.424
0.367 -0.228 1.678
-0.110 -0.538 0.123
0.132 0.066 0.129
-0.109 -0.307 -0.081
-0.254 0.044 -0.202
-0.643 -0.291 0.128
-0.332 -0.032 -0.267
0.138 -0.051 -0.335
0.198 0.085 0.228
-0.148 0.286 -0.252
0.035 -0.308 -0.229
0.188 -0.212 0.019
0.351 -0.080 0.364
0.008 0.146 0.240
-0.258 -0.011 0.053
-0.026 0.346 -0.081
-0.145 0.220 -0.381
-0.088 0.426 0.068
0.115 0.204 0.218
-0.041 0.005 -0.275
-0.016 -0.419 -0.225
0.338 0.516 -0.295
-0.051 0.219 -0.096

Net charge   +1
SMILES   COc1ccc(N2C=CN(C)[C@@H]2/C(=C\C(=O)c2n(-c3c(OC)cccc3OC)cc[n+]2C)c2ccccc2)cc1
E_HOMO   -8.4247 eV
HOMO-LUMO gap   5.124 eV
E   -47857.965 eV
Relative energy (zero: lowest compared OMol25 entry of this formula, charge and spin)   19.13 kcal/mol
Molar mass   537.64 g/mol

[2]
Here is C32H33O27Pd3 as an isolated structure at a distorted geometry from the Open Molecules 2025 dataset. Energies are from the ωB97M-V functional and the def2-TZVPD basis.

Last column: Mulliken spin population.
Cartesian coordinates (Å):
Pd -20.634 -21.909 35.232  0.92
Pd -18.600 -18.993 33.122  0.93
Pd -16.431 -17.403 41.098  1.00
C -19.915 -17.066 42.544  0.00
C -18.758 -16.699 43.438  -0.04
O -17.528 -16.818 42.874  0.79
H -20.869 -17.269 43.033  0.00
H -19.697 -17.895 41.868  0.00
H -20.153 -16.225 41.880  0.01
H -18.690 -17.376 44.318  0.11
H -18.900 -15.707 43.889  0.06
C -18.477 -20.067 38.380  0.06
C -18.419 -20.171 36.948  0.23
C -17.471 -19.209 36.232  -0.03
O -17.513 -19.148 35.008  0.02
C -16.620 -18.349 36.972  0.19
C -16.657 -18.287 38.366  -0.09
C -17.756 -19.034 39.052  0.31
O -18.062 -18.809 40.233  0.20
O -15.800 -17.630 39.007  0.04
O -19.130 -20.937 36.336  0.19
H -19.171 -20.692 38.932  -0.05
H -15.794 -17.881 36.457  0.00
C -23.533 -18.839 36.046  0.30
C -23.853 -17.433 36.005  0.07
C -22.932 -16.541 35.205  -0.02
O -23.291 -15.431 34.880  0.06
C -21.725 -17.089 34.663  0.28
C -21.414 -18.457 34.746  -0.09
C -22.447 -19.371 35.306  0.17
O -22.272 -20.601 35.261  0.14
O -20.306 -18.948 34.420  0.03
O -24.782 -16.984 36.637  0.19
H -24.252 -19.507 36.505  -0.04
H -21.125 -16.468 34.011  0.00
C -21.737 -18.772 39.187  -0.03
C -22.668 -18.184 40.248  0.00
O -23.877 -18.904 40.029  0.00
C -23.648 -20.018 39.315  0.01
O -24.448 -20.833 39.017  0.00
O -22.364 -20.015 38.834  0.01
H -20.716 -18.956 39.517  0.03
H -21.702 -18.197 38.255  0.00
H -22.860 -17.125 40.101  0.00
H -22.300 -18.391 41.252  0.00
C -18.479 -26.746 37.521  0.00
C -18.885 -25.897 38.756  0.00
O -19.225 -24.617 38.174  0.00
C -19.007 -24.655 36.853  0.00
O -19.323 -23.774 36.109  0.02
O -18.348 -25.758 36.491  0.00
H -19.273 -27.445 37.269  0.00
H -17.532 -27.232 37.719  0.00
H -18.012 -25.773 39.397  0.00
H -19.737 -26.221 39.342  0.00
C -17.773 -22.526 42.915  0.00
C -17.997 -21.737 41.610  0.01
O -19.361 -21.312 41.670  0.00
C -19.992 -22.004 42.670  0.00
O -21.161 -21.989 42.836  0.00
O -19.102 -22.690 43.415  0.00
H -17.207 -21.869 43.576  0.00
H -17.276 -23.475 42.756  0.00
H -17.874 -22.378 40.741  0.00
H -17.377 -20.846 41.540  0.00
C -19.749 -16.087 37.227  -0.01
C -19.149 -14.699 36.978  0.01
O -18.024 -14.690 37.880  0.00
C -18.332 -15.503 38.908  0.01
O -17.833 -15.482 39.983  0.00
O -19.249 -16.425 38.519  0.01
H -19.529 -16.816 36.445  0.01
H -20.836 -15.975 37.214  -0.01
H -19.833 -13.859 37.105  0.00
H -18.751 -14.538 35.975  0.00
C -15.333 -15.383 34.569  0.00
C -16.260 -14.167 34.867  0.00
O -17.452 -14.530 34.162  0.00
C -17.469 -15.860 33.961  0.00
O -18.464 -16.456 33.682  0.00
O -16.235 -16.373 34.053  0.00
H -14.953 -15.751 35.518  0.00
H -14.553 -15.123 33.864  0.00
H -15.905 -13.258 34.388  0.00
H -16.294 -13.987 35.941  0.00
C -14.853 -22.389 38.063  0.01
C -16.230 -22.510 38.748  0.01
O -16.082 -23.544 39.731  0.00
C -14.851 -24.128 39.533  0.00
O -14.540 -25.143 40.055  0.00
O -14.047 -23.336 38.809  0.00
H -14.368 -21.443 38.274  0.00
H -14.866 -22.716 37.028  0.00
H -17.076 -22.779 38.118  -0.02
H -16.400 -21.542 39.223  0.01

Atomic forces in eV per Å
-0.354 -0.856 -0.144
-0.398 0.208 0.058
-0.860 0.399 0.410
-0.723 0.290 -1.122
-0.642 -0.397 0.209
1.172 0.082 -0.335
0.297 -0.119 0.494
0.192 -0.150 0.315
0.255 0.028 0.062
-0.025 0.016 -0.043
0.268 0.027 -0.011
-0.082 0.067 -0.651
0.306 0.448 0.447
-0.305 0.706 -0.653
0.545 -0.562 -0.030
0.024 -0.972 0.562
0.847 0.277 -0.991
-0.871 -0.199 1.343
0.750 0.140 -0.320
-0.410 -0.207 0.981
0.479 0.236 0.121
0.032 0.031 0.091
-0.175 0.280 -0.130
-0.543 -0.028 -0.800
0.230 -0.102 0.961
-0.255 0.384 -1.473
-0.225 0.634 0.536
0.174 -1.434 -0.140
0.151 1.554 0.147
0.515 -0.626 0.692
-0.283 -0.036 -0.149
-0.027 -0.875 -0.306
-0.295 0.209 0.011
0.159 -0.094 0.159
0.166 0.174 0.269
-0.055 -0.194 -0.646
0.318 -0.288 -0.269
-0.202 -0.052 0.322
0.420 0.470 -0.791
-0.254 -0.340 0.195
0.069 0.068 0.573
-0.100 -0.003 0.229
0.002 0.275 0.210
-0.023 0.037 0.102
-0.089 0.085 0.049
-0.648 0.384 1.150
0.723 0.203 -0.273
-0.172 -0.215 -0.140
0.184 -0.014 0.532
-0.040 0.353 -0.613
-0.239 -0.143 -0.238
0.188 -0.141 -0.297
0.067 -0.151 -0.394
-0.156 0.231 0.149
-0.042 -0.276 -0.154
-0.213 1.257 -0.463
-0.122 -0.254 -0.067
0.099 -0.362 0.357
0.266 0.162 -0.334
-0.304 0.074 0.170
0.165 -0.274 -0.031
0.003 -0.427 0.419
-0.096 -0.135 0.145
-0.008 0.062 -0.068
0.114 -0.078 -0.054
-0.804 1.029 -0.806
0.678 -0.176 -1.170
-0.612 0.473 0.476
0.054 -0.285 -0.856
0.237 0.089 0.478
-0.263 -0.032 0.134
0.532 -0.191 0.311
0.024 -0.298 0.501
0.024 -0.119 0.798
-0.087 -0.396 0.114
-0.573 0.755 0.711
1.423 -0.079 -1.217
-0.403 0.027 1.119
0.426 0.588 -0.313
-0.111 -0.382 -0.195
-0.119 -0.090 0.053
0.414 -0.166 -0.200
0.051 -0.387 -0.153
0.094 0.017 0.074
-1.015 -0.175 -0.019
0.213 -0.986 0.856
0.248 0.523 0.248
0.392 0.232 -0.974
0.111 0.018 1.149
0.020 -0.160 -0.119
-0.556 -0.227 -0.599
-0.195 0.285 -0.624
0.151 0.383 -0.150
0.121 0.126 -0.256
-0.424 -0.249 0.294

Net charge   +1
Multiplicity   7
E_HOMO (alpha / beta)   -11.2173 / -10.7029 eV
HOMO-LUMO gap (alpha / beta)   6.830 / 4.460 eV
E   -99425.814 eV
Molar mass   1168.85 g/mol

[3]
Here is C32H34As2BrF4IrOP as an isolated structure at a distorted geometry from the Open Molecules 2025 dataset. Energies are from the ωB97M-V functional and the def2-TZVPD basis.

Last column: Löwdin charge in e.
Cartesian coordinates (Å):
Ir -0.120 -0.238 0.802  0.54
F 4.505 3.577 4.574  0.21
C 3.853 3.089 3.552  -0.11
C 4.132 3.525 2.262  -0.11
F 5.050 4.436 2.056  0.20
C 3.432 2.987 1.188  -0.19
F 3.742 3.400 -0.032  0.15
C 2.435 2.035 1.365  -0.31
P 1.459 1.419 -0.021  0.98
C 2.650 0.802 -1.222  -0.38
C 3.858 0.255 -0.787  -0.08
C 4.805 -0.142 -1.718  -0.04
C 4.537 -0.025 -3.076  -0.02
C 3.316 0.476 -3.510  -0.03
C 2.359 0.867 -2.586  -0.11
C 0.600 2.849 -0.680  -0.36
C -0.659 3.131 -0.136  -0.12
C -1.352 4.261 -0.531  -0.05
C -0.787 5.119 -1.467  -0.02
C 0.453 4.832 -2.023  -0.02
C 1.149 3.693 -1.643  -0.06
C 2.190 1.625 2.661  -0.49
Br 0.875 0.285 3.047  0.96
C 2.876 2.119 3.748  -0.24
F 2.610 1.676 4.967  0.13
H 4.075 0.167 0.271  0.11
H 5.758 -0.530 -1.385  0.13
H 5.279 -0.336 -3.799  0.13
H 3.114 0.570 -4.569  0.13
H 1.402 1.246 -2.927  0.10
H -1.095 2.456 0.601  0.07
H -2.328 4.477 -0.117  0.12
H -1.318 6.013 -1.768  0.13
H 0.893 5.505 -2.747  0.13
H 2.118 3.491 -2.078  0.11
C -3.817 0.630 1.596  -0.21
As -2.350 -0.591 1.827  1.09
C -2.475 -0.975 3.717  -0.22
C -2.872 -2.261 1.020  -0.42
C -4.203 -2.595 0.795  -0.06
C -4.516 -3.822 0.217  -0.02
C -3.506 -4.706 -0.137  -0.02
C -2.174 -4.369 0.082  -0.06
C -1.865 -3.147 0.669  -0.41
As -0.052 -2.644 1.060  1.10
C 1.095 -3.748 -0.009  -0.20
C 0.259 -3.319 2.839  -0.22
H -4.663 0.201 2.133  0.06
H -4.065 0.809 0.555  0.04
H -3.561 1.577 2.071  0.06
H -3.412 -1.510 3.868  0.07
H -2.504 -0.043 4.281  0.06
H -1.653 -1.581 4.077  0.01
H -5.002 -1.917 1.067  0.11
H -5.551 -4.080 0.036  0.13
H -3.750 -5.661 -0.581  0.13
H -1.395 -5.067 -0.198  0.11
H 0.993 -4.765 0.370  0.07
H 2.128 -3.430 0.130  0.06
H 0.849 -3.699 -1.065  0.04
H -0.132 -4.336 2.867  0.07
H -0.223 -2.720 3.601  0.00
H 1.332 -3.342 3.029  0.06
C -2.365 -0.437 -2.980  -0.10
C -0.932 -0.777 -3.414  -0.11
C -0.299 -1.283 -2.140  -0.16
O -0.941 -0.503 -1.079  -0.42
C -2.215 0.051 -1.548  -0.14
H -2.990 -1.329 -3.021  0.13
H -2.810 0.332 -3.607  0.14
H -0.416 0.112 -3.777  0.12
H -0.906 -1.532 -4.197  0.14
H 0.776 -1.122 -2.074  0.11
H -0.524 -2.338 -1.973  0.11
H -2.149 1.137 -1.472  0.12
H -3.011 -0.315 -0.906  0.08

Atomic forces in eV per Å
-0.110 0.847 1.176
-0.003 -0.007 -0.015
0.022 0.029 -0.042
0.004 0.005 -0.011
0.011 -0.025 0.023
0.031 0.008 -0.008
-0.070 0.046 0.018
-0.002 -0.108 0.076
0.555 -0.032 -0.643
-0.100 -0.132 -0.064
0.021 0.107 0.016
-0.027 -0.073 0.026
0.005 -0.016 -0.020
-0.066 -0.113 0.009
0.073 0.096 0.009
-0.339 -0.174 -0.065
0.043 -0.044 -0.076
-0.060 -0.014 0.014
0.013 -0.024 -0.035
0.020 0.006 0.024
0.064 0.120 0.082
0.103 0.006 0.111
-0.244 -0.183 -0.514
-0.082 -0.078 0.164
0.011 0.031 -0.017
0.051 0.064 -0.009
-0.018 -0.032 -0.002
0.020 0.057 0.002
-0.012 -0.034 0.004
0.073 0.120 -0.016
0.007 0.056 0.057
0.024 0.026 0.026
0.000 -0.005 0.000
-0.031 -0.010 -0.022
0.010 -0.013 0.027
0.283 0.563 -0.046
0.161 -1.461 -0.037
0.052 0.447 0.156
-0.421 0.170 -0.066
0.040 -0.075 0.042
0.044 0.018 -0.020
-0.008 0.024 0.024
-0.019 -0.004 0.115
0.124 -0.244 -0.311
-1.005 -0.047 0.391
0.481 0.376 -0.197
0.483 0.080 0.011
0.010 -0.083 -0.021
-0.030 -0.062 -0.009
-0.027 0.005 0.005
-0.006 -0.020 -0.035
0.008 -0.008 0.015
-0.022 -0.027 -0.002
-0.021 -0.006 -0.019
0.003 -0.017 0.016
-0.010 0.014 -0.028
-0.016 -0.028 -0.012
-0.085 0.004 0.028
0.005 -0.023 0.011
-0.057 -0.053 0.020
-0.037 0.002 -0.035
-0.023 -0.022 -0.001
-0.007 -0.013 0.036
0.189 -0.143 -0.002
-0.065 0.184 0.044
0.129 -0.214 -0.208
0.134 -0.073 -0.190
-0.193 0.268 -0.151
-0.047 0.034 0.025
-0.048 -0.040 -0.021
0.008 -0.018 0.013
0.002 0.014 -0.018
-0.017 0.063 0.061
-0.148 0.047 0.062
0.112 -0.006 0.010
0.046 -0.134 0.044

Net charge   +3
E_HOMO   -16.8455 eV
HOMO-LUMO gap   5.900 eV
E   -250474.249 eV
Relative energy (zero: lowest compared OMol25 entry of this formula, charge and spin)   33.15 kcal/mol
Molar mass   963.55 g/mol

What is the formula in the third record? C32H34As2BrF4IrOP

Which of these has the lowest E? C32H34As2BrF4IrOP

Which of these has the highest net charge? C32H34As2BrF4IrOP

What is the molar mass in the third record? 963.55 g/mol